Record 1
A structure of composition C25H29N7O3Pb, computed with ωB97M-V with the def2-TZVPD basis set.

Properties
LUMO level, eV: -5.92
Gap between HOMO and LUMO, eV: 8.04
Net charge: +2
HOMO, eV: -14.0

Cartesian coordinates (Å):
Pb  -0.7396  0.0716  2.0774
C  0.5347  5.0493  1.8700
N  -0.4770  4.5867  0.9371
C  -0.9503  5.6141  0.0374
C  -0.8749  3.3308  0.9699
O  -0.3885  2.5126  1.7792
C  -1.9418  2.8597  -0.0114
O  -2.1019  1.4671  0.1598
C  -3.3069  0.9595  -0.3641
C  -3.5185  -0.4460  0.1783
O  -2.7172  -0.9206  1.0076
N  -4.5829  -1.1069  -0.2356
C  -5.5328  -0.6132  -1.2108
C  -4.9319  -2.3744  0.3782
H  1.4682  5.2530  1.3430
H  0.6973  4.2873  2.6270
H  0.1974  5.9696  2.3434
H  -0.0910  6.0753  -0.4538
H  -1.4643  6.3927  0.6052
H  -1.6237  5.2276  -0.7200
H  -1.6339  3.0767  -1.0445
H  -2.8820  3.3869  0.2074
H  -3.2645  0.9589  -1.4610
H  -4.1567  1.5742  -0.0334
H  -5.0529  -0.0049  -1.9737
H  -6.3149  -0.0243  -0.7275
H  -5.9947  -1.4703  -1.6986
H  -4.1511  -2.6592  1.0796
H  -5.0457  -3.1443  -0.3850
H  -5.8765  -2.2641  0.9127
C  0.2854  -4.3445  1.9803
C  -0.1212  -3.0311  2.1349
N  -0.0282  -2.1333  1.1517
C  0.4155  -2.5239  -0.0378
C  0.7921  -3.8412  -0.3176
C  0.7449  -4.7540  0.7429
C  1.0916  -4.3306  -1.6559
C  1.6182  -3.6911  -2.7034
C  2.2473  -2.3740  -2.7558
C  3.1502  -1.9201  -1.7884
C  3.7709  -0.7096  -2.0471
N  3.4985  0.0118  -3.1210
C  2.6243  -0.4973  -3.9732
N  1.9997  -1.6495  -3.8470
H  0.2368  -5.0284  2.8116
H  -0.5305  -2.6856  3.0751
H  0.4587  -1.7649  -0.8057
H  1.0644  -5.7712  0.5808
H  0.7877  -5.3578  -1.8065
H  1.6265  -4.1937  -3.6621
H  3.3870  -2.5063  -0.9157
H  4.5251  -0.3009  -1.3861
H  2.4145  0.0772  -4.8669
N  4.1692  4.0161  0.1124
C  3.9477  2.9404  0.4302
C  3.5761  1.6446  0.8752
C  4.4930  0.6569  1.2375
C  3.9907  -0.5336  1.7416
C  2.6202  -0.6861  1.8801
N  1.7426  0.2492  1.5102
C  2.2139  1.3785  1.0038
H  5.5555  0.8243  1.1427
H  4.6531  -1.3274  2.0531
H  2.2130  -1.5862  2.3163
H  1.4844  2.1168  0.7171

Atomic partial charges in e from the natural (NBO) method, atoms 1 to 8: 1.58 -0.43 -0.36 -0.42 0.68 -0.75 -0.16 -0.55

***

Record 2
A structure of composition C25H29N8OSTc, computed with ωB97M-V with the def2-TZVPD basis set.

Properties
LUMO level (spin up / spin down), eV: -10.43 / -11.49
Gap between HOMO and LUMO (spin up / spin down), eV: 6.13 / 5.08
Spin multiplicity: 4
Energy above the lowest of the compared OMol25 structures with the same formula, charge and spin, kJ/mol: 0.0
Net charge: +3
HOMO (spin up / spin down), eV: -16.6 / -16.6

Cartesian coordinates (Å):
Tc  0.4870  -1.5673  -0.0058
S  0.4475  -1.3245  2.2281
C  0.1411  0.4078  2.2170
N  0.1153  0.9905  3.3567
N  -0.1795  2.2940  3.5234
C  -1.1234  3.1191  3.0044
C  -1.0337  4.4739  3.4486
C  -1.9520  5.3919  3.0197
C  -2.9913  4.9779  2.1746
C  -3.1080  3.6347  1.7690
C  -2.1927  2.7024  2.1712
N  0.1024  1.1512  1.0232
N  0.2774  0.4709  -0.0128
C  0.4618  1.1501  -1.2361
C  0.2346  0.4321  -2.4133
C  0.4242  1.0499  -3.6365
C  0.8466  2.3744  -3.6722
C  1.0755  3.0825  -2.4957
C  0.8845  2.4789  -1.2677
H  0.3072  2.6612  4.3373
H  -0.2269  4.7661  4.1082
H  -1.8835  6.4229  3.3363
H  -3.7289  5.6971  1.8460
H  -3.9405  3.3265  1.1536
H  -2.3333  1.6672  1.8963
H  -0.1579  -0.5837  -2.3950
H  0.2334  0.5155  -4.5551
H  1.0016  2.8603  -4.6251
H  1.4147  4.1071  -2.5442
H  1.0856  3.0077  -0.3465
C  3.5821  -1.1723  0.5638
C  4.9537  -1.8149  0.2309
N  4.7857  -2.9388  -0.6793
C  3.9471  -3.9555  -0.0861
C  2.5401  -3.3526  0.2303
N  2.5277  -1.9184  -0.1876
C  2.8210  -1.8377  -1.6533
C  4.2067  -2.4909  -1.9270
H  3.5165  -0.1295  0.2511
H  3.3296  -1.2409  1.6211
H  5.4383  -2.1700  1.1397
H  5.6177  -1.0884  -0.2360
H  4.4007  -4.3063  0.8400
H  3.8605  -4.8009  -0.7665
H  2.3150  -3.3934  1.2964
H  1.7470  -3.8665  -0.3395
H  2.7975  -0.7833  -1.9295
H  2.0161  -2.3636  -2.1829
H  4.8697  -1.7649  -2.3960
H  4.1037  -3.3398  -2.6015
N  -6.0123  -0.0187  -0.6883
C  -4.7403  0.0857  -0.3081
O  -4.2311  1.1105  0.1195
C  -3.8709  -1.1527  -0.3994
C  -4.2946  -2.4689  -0.5004
C  -3.3513  -3.4902  -0.4896
C  -2.0188  -3.1628  -0.3695
N  -1.5977  -1.8836  -0.2791
C  -2.5126  -0.9089  -0.2986
H  -6.6042  0.7958  -0.6197
H  -6.4030  -0.8458  -1.1049
H  -5.3446  -2.7224  -0.5592
H  -3.6463  -4.5268  -0.5559
H  -1.2583  -3.9353  -0.3297
H  -2.1792  0.1145  -0.2125

Atomic partial charges in e from the natural (NBO) method, atoms 1 to 8: 1.01 0.16 0.16 -0.18 -0.28 0.28 -0.17 -0.19

***

Record 3
A structure of composition C25H30BBrF6N3O6PdS2Si, computed with ωB97M-V with the def2-TZVPD basis set.

Properties
LUMO level (spin up / spin down), eV: 2.08 / 2.08
Gap between HOMO and LUMO (spin up / spin down), eV: 6.36 / 6.35
Energy above the lowest of the compared OMol25 structures with the same formula, charge and spin, kJ/mol: 9.4
Net charge: -1
HOMO (spin up / spin down), eV: -4.3 / -4.3

Cartesian coordinates (Å):
Pd  0.1726  -0.4529  -0.4380
Br  -4.6150  -0.4783  5.2408
C  -3.0651  -0.4385  4.1397
C  -1.9027  -1.0387  4.5903
C  -0.7725  -1.0010  3.7897
C  -0.8121  -0.3609  2.5553
C  -2.0024  0.1836  2.0940
C  -3.1318  0.1627  2.8951
N  0.3345  -0.2972  1.7163
C  1.4737  -0.1588  2.2634
C  2.7031  -0.2387  1.4642
C  3.8806  0.3338  1.9347
C  5.0085  0.2837  1.1338
C  4.9219  -0.3485  -0.0969
C  3.7097  -0.9140  -0.4698
N  2.6224  -0.8693  0.2884
H  -1.8857  -1.5523  5.5414
H  0.1213  -1.5308  4.0941
H  -2.0367  0.6094  1.1012
H  -4.0594  0.5900  2.5404
H  1.5760  0.0302  3.3331
H  3.8977  0.8168  2.9037
H  5.9385  0.7289  1.4634
H  5.7770  -0.4164  -0.7556
H  3.6061  -1.4328  -1.4165
F  -3.7754  -4.7658  -0.5195
C  -2.5073  -4.8594  -0.0907
F  -2.5366  -5.2964  1.1659
F  -1.8837  -5.7666  -0.8469
S  -1.7096  -3.1943  -0.2341
O  -2.3330  -2.4257  0.8037
O  -1.9376  -2.8448  -1.6061
N  -0.1666  -3.4136  -0.0264
S  0.5427  -3.7791  1.3340
O  0.3382  -5.1382  1.7497
O  0.4844  -2.7529  2.3393
C  2.3285  -3.7324  0.7390
F  2.4685  -3.3666  -0.5314
F  2.8849  -4.9398  0.8854
F  3.0289  -2.8732  1.4874
C  0.9293  -2.8789  -3.4438
Si  0.0797  -1.3059  -3.9577
C  1.1622  -0.4260  -5.2224
C  -1.5936  -1.6315  -4.7224
C  -0.1069  -0.1557  -2.5268
C  -0.3851  0.9220  -1.9608
H  1.0386  -3.5481  -4.3023
H  0.3692  -3.3937  -2.6652
H  1.9258  -2.6642  -3.0527
H  1.2923  -1.0354  -6.1210
H  2.1505  -0.2177  -4.8066
H  0.7162  0.5267  -5.5162
H  -1.5054  -2.3380  -5.5525
H  -2.0240  -0.7037  -5.1062
H  -2.2704  -2.0497  -3.9784
C  -2.1328  4.7892  -1.1537
C  -1.6131  3.8778  -0.0465
C  -2.4228  4.0795  1.2214
O  -1.7766  2.5230  -0.5057
B  -0.5706  2.1319  -1.0836
O  0.4219  3.0826  -0.8601
C  -0.0718  3.9849  0.1426
C  0.5064  5.3645  -0.1134
C  0.3891  3.4659  1.4994
H  -3.1643  4.5129  -1.3728
H  -1.5454  4.6648  -2.0645
H  -2.1071  5.8393  -0.8569
H  -3.4853  3.9846  0.9919
H  -2.2497  5.0770  1.6329
H  -2.1721  3.3380  1.9765
H  0.3253  5.6853  -1.1376
H  1.5846  5.3400  0.0505
H  0.0720  6.0976  0.5704
H  -0.0582  2.4971  1.7141
H  0.1318  4.1587  2.3035
H  1.4733  3.3440  1.4714

Atomic partial charges in e from the Mulliken method, atoms 1 to 8: 0.03 -0.25 -0.11 -0.98 -0.40 -0.35 -0.21 -0.73

***

Record 4
A structure of composition C25H30BrF6N2O10S6Sb2Y, computed with ωB97M-V with the def2-TZVPD basis set.

Properties
LUMO level, eV: 3.86
Gap between HOMO and LUMO, eV: 6.06
Energy above the lowest of the compared OMol25 structures with the same formula, charge and spin, kJ/mol: 253.4
Net charge: -2
HOMO, eV: -2.2

Cartesian coordinates (Å):
Y  -0.0873  0.4834  1.8539
O  2.9623  1.8382  -1.4946
C  2.1579  1.2070  -0.6211
O  1.1327  1.7114  -0.2131
C  2.4644  -0.2204  -0.3298
C  3.5839  -0.8230  -0.7674
C  3.7666  -2.1741  -0.4941
C  2.8102  -2.7944  0.2984
C  1.7175  -2.1170  0.7144
N  1.5232  -0.8587  0.3370
C  0.5164  -2.8021  1.3299
O  -0.0781  -3.5783  0.3137
O  -0.3550  -1.7504  1.7931
H  2.7578  2.7955  -1.4936
H  4.2613  -0.2364  -1.3153
H  4.5691  -2.8212  -0.8763
H  2.8810  -3.7703  0.6141
H  -0.8812  -4.0002  0.6913
S  -3.0486  -3.9086  2.2740
Sb  -1.6319  -2.4721  3.3274
S  1.0600  -3.8488  2.7053
S  -2.7820  -0.2038  2.6594
S  -1.5850  0.9914  3.8970
F  1.9270  6.1487  1.2927
C  1.8745  4.8553  1.4829
F  2.8486  4.4561  2.3025
F  2.1289  4.2665  0.2489
S  0.1744  4.3539  2.2171
O  0.3339  2.9101  2.4051
O  0.0782  5.2472  3.3394
N  -0.8485  4.8275  1.0714
S  -1.5281  3.7766  0.0132
O  -2.9260  4.1486  -0.1600
O  -1.4286  2.3757  0.1797
C  -0.6649  4.4269  -1.5355
F  0.2734  3.6005  -2.1486
F  -0.0711  5.5637  -1.3166
F  -1.6436  4.6269  -2.4106
C  -4.7174  -1.4287  -0.6623
C  -4.0870  -0.9379  -2.0206
C  -4.2630  0.5401  -2.0961
Sb  -2.0440  -1.5797  -1.9902
C  -1.3003  -1.0497  -3.9173
C  -0.7131  0.3471  -3.8584
C  -2.3275  -1.1508  -5.0727
C  -2.6368  -3.7338  -2.1782
C  -1.5272  -4.5674  -2.9465
C  -4.0124  -3.9986  -2.8230
H  -5.7517  -1.0320  -0.5991
H  -4.1066  -1.0587  0.1524
H  -4.7553  -2.5354  -0.6061
H  -4.5592  -1.4076  -2.9044
H  -3.5545  1.0548  -1.4834
H  -5.2723  0.8720  -1.8314
H  -4.0783  0.9329  -3.0949
H  -0.5395  -1.7549  -4.2033
H  -1.4626  1.0029  -3.4171
H  -0.5286  0.6949  -4.9253
H  0.2140  0.3524  -3.2933
H  -2.7632  -0.2528  -5.3718
H  -3.1476  -1.8717  -4.9998
H  -1.8046  -1.4616  -5.9661
H  -2.6105  -4.0633  -1.1671
H  -1.4559  -4.1885  -3.9926
H  -1.8788  -5.5878  -3.0900
H  -0.4994  -4.4324  -2.5451
H  -4.0282  -3.8384  -3.9051
H  -4.8148  -3.3830  -2.5331
H  -4.3401  -5.0211  -2.6411
Br  3.8325  0.1766  8.1074
C  4.2541  0.8485  6.4502
C  5.3461  1.6995  6.4055
C  5.7256  2.2565  5.2082
C  5.1032  1.8571  4.0406
C  4.0239  0.9988  4.0653
C  3.5291  0.5116  5.3026
C  3.2257  0.9116  2.7384
O  1.9892  0.5563  2.9023
O  3.7939  1.3144  1.7257
H  5.8292  2.0107  7.3176
H  6.5359  2.9406  5.2110
H  5.3680  2.3007  3.0322
H  2.5664  -0.0757  5.2907

Atomic partial charges in e from the Mulliken method, atoms 1 to 8: 0.83 -0.64 -0.13 0.94 -0.32 -0.45 -1.28 -0.47

***

Record 5
A structure of composition C25H30Cl3MnO7, computed with ωB97M-V with the def2-TZVPD basis set.

Properties
LUMO level (spin up / spin down), eV: 3.86 / 3.86
Gap between HOMO and LUMO (spin up / spin down), eV: 3.32 / 3.11
Spin multiplicity: 5
Net charge: -2
HOMO (spin up / spin down), eV: 0.5 / 0.7

Cartesian coordinates (Å):
C  0.4699  -0.5707  -3.1949
C  0.3166  -1.3529  -1.8539
C  -0.0457  0.8399  -2.9360
C  -0.8891  0.8054  -1.6284
H  -0.6572  1.1847  -3.7740
H  0.7985  1.5269  -2.8418
C  -0.9304  -0.7679  -1.2382
H  1.2031  -1.1477  -1.2401
H  0.2344  -2.4297  -2.0460
C  -1.4923  -1.3034  0.1286
H  -1.7338  -1.0892  -1.9271
H  -1.9450  1.0318  -1.8759
C  -0.4556  1.9264  -0.7811
C  1.9021  -0.6163  -3.7092
C  -0.2888  -1.1328  -4.4005
O  -0.7528  -0.4487  -5.3022
O  2.8757  -0.3999  -2.9978
O  1.9982  -0.9292  -5.0111
O  -0.4077  -2.4626  -4.3875
C  -0.9682  -2.9761  -5.6036
H  -0.9414  -4.0562  -5.4762
H  -0.3587  -2.6573  -6.4559
H  -1.9918  -2.6102  -5.7291
C  3.3391  -1.0483  -5.4960
H  3.9001  -0.1215  -5.3197
H  3.2423  -1.2450  -6.5640
H  3.8488  -1.8826  -4.9955
O  -0.6621  -1.6230  1.2215
H  -2.0070  -2.2536  -0.1320
H  -2.2790  -0.5885  0.4493
C  -1.4438  2.6428  0.0181
C  0.9618  2.2520  -0.5583
H  1.2408  3.1911  -1.0687
H  1.6616  1.4680  -0.8808
H  1.1369  2.4340  0.5150
H  -1.0676  2.6964  1.0532
H  -2.4113  2.1303  0.0264
H  -1.5985  3.6764  -0.3232
Mn  -0.4277  -0.7610  2.8250
C  -1.4686  0.2115  4.5054
C  -2.3465  0.1501  3.3671
C  -2.5639  -1.2387  3.0658
H  -2.8722  0.9904  2.9221
C  -1.7706  -2.0248  3.9580
C  -1.1075  -1.1252  4.8566
H  -0.5269  -1.4101  5.7287
H  -1.2214  1.0984  5.0819
H  -3.2724  -1.6146  2.3338
H  -1.7457  -3.1106  4.0128
C  2.1106  0.3124  3.0992
C  1.4762  -0.5670  4.0167
C  1.2634  -1.8477  3.3491
H  1.4050  -0.3901  5.0841
C  1.6061  -1.6330  1.9580
C  2.1818  -0.3330  1.8358
H  2.7313  0.0362  0.9711
H  2.5454  1.2759  3.3547
H  1.0907  -2.8076  3.8229
H  1.6784  -2.4125  1.2010
Cl  -0.3940  4.9663  5.1267
C  -0.6247  4.1335  3.5920
Cl  -2.3793  3.8847  3.3099
Cl  0.0847  5.0944  2.2624
C  0.0977  2.6865  3.5816
O  0.6881  2.3357  4.6117
O  -0.0400  2.0071  2.5025

Atomic partial charges in e from the natural (NBO) method, atoms 1 to 8: -0.26 -0.39 -0.39 -0.25 0.23 0.22 -0.19 0.25

***

Record 6
A structure of composition C25H30ClN7NaO2S3, computed with ωB97M-V with the def2-TZVPD basis set.

Properties
LUMO level, eV: 1.94
Gap between HOMO and LUMO, eV: 6.49
Energy above the lowest of the compared OMol25 structures with the same formula, charge and spin, kJ/mol: 56.4
Net charge: -1
HOMO, eV: -4.6

Cartesian coordinates (Å):
Na  0.3477  -0.8798  0.7877
N  -3.7170  -1.5610  -1.1063
C  -3.3661  -0.4191  -1.9443
C  -2.0681  -0.5712  -2.7375
C  -1.7049  0.7044  -3.5001
C  -0.8531  1.6839  -2.6882
N  0.5510  1.3013  -2.5355
H  -3.6538  -2.4160  -1.6501
H  -3.0190  -1.6537  -0.3730
H  -3.2976  0.4571  -1.2951
H  -4.1869  -0.2311  -2.6464
H  -2.1764  -1.4164  -3.4263
H  -1.2619  -0.8426  -2.0475
H  -2.6273  1.2053  -3.8185
H  -1.1569  0.4646  -4.4187
H  -1.2740  1.8063  -1.6865
H  -0.8822  2.6690  -3.1642
H  0.6556  0.4968  -1.9265
H  0.9330  1.0251  -3.4339
Cl  -1.1721  -6.9096  -3.7423
C  -1.0851  -5.6187  -2.5606
C  -2.0270  -5.5760  -1.5150
C  -1.9769  -4.5840  -0.5811
C  -0.9786  -3.5407  -0.6035
O  -0.9688  -2.6440  0.2775
C  -0.0411  -3.6167  -1.6976
C  1.0006  -2.6471  -1.9150
O  1.2709  -1.6500  -1.2563
C  -0.1221  -4.6582  -2.6445
H  -2.7933  -6.3401  -1.4643
H  -2.7040  -4.5417  0.2209
H  1.6183  -2.8615  -2.8132
H  0.5992  -4.6845  -3.4543
S  -0.8090  6.5420  1.2947
C  -0.7752  4.8733  1.2217
S  -2.1180  3.8434  1.5912
C  -1.1864  2.4038  1.1761
N  0.0127  2.6992  0.7766
N  0.2289  4.0691  0.8204
C  1.4932  4.5069  0.3314
C  1.9401  4.0086  -0.8849
C  3.1610  4.4428  -1.3811
C  3.9353  5.3459  -0.6631
C  3.4866  5.8130  0.5653
C  2.2622  5.3967  1.0676
S  -1.8808  0.8544  1.3427
H  1.3416  3.2820  -1.4260
H  3.5054  4.0704  -2.3382
H  4.8848  5.6853  -1.0591
H  4.0863  6.5133  1.1331
H  1.8904  5.7677  2.0111
C  -2.1284  -3.1078  5.1146
N  -0.8722  -2.6755  4.5425
C  0.3891  -2.9035  5.0409
C  1.2474  -2.3698  4.1251
N  0.5460  -1.8252  3.0805
C  -0.7172  -2.0325  3.3630
H  -2.0634  -3.0788  6.2008
H  -2.3777  -4.1209  4.7975
H  -2.9181  -2.4316  4.7946
H  0.5487  -3.4060  5.9790
H  2.3238  -2.3401  4.1600
H  -1.5538  -1.7362  2.7496
C  4.4448  1.9378  1.3665
C  3.2753  1.0910  1.1795
N  2.3261  0.4662  1.0430
H  4.2638  2.9060  0.9003
H  5.3198  1.4757  0.9132
H  4.6249  2.0832  2.4302

Atomic partial charges in e from the natural (NBO) method, atoms 1 to 8: 0.87 -0.84 -0.22 -0.42 -0.41 -0.22 -0.85 0.34

***

Table of E (Eh), in record order: -1771.4319; -1961.2855; -5998.3541; -7914.0421; -4028.7198; -3321.6532
Table of max |F| (eV Å⁻¹), in record order: 0.85; 0.55; 1.13; 3.87; 4.36; 0.21